# 1
ORCA calculation (ωB97M-V/def2-TZVPD) on a 6-piece molecular cluster, C12H39N3O6 overall at a distorted geometry.

The total energy comes out at -29830.5375 eV. The value obtained for the orbital gap is 9.89 eV. Its HOMO energy is -9.4 eV.

```
! RIJCOSX wB97M-V def2-TZVPD def2/J DEFGRID3
* xyz 0 1
C -6.61247 26.67493 9.64384
O -5.84298 25.58547 9.21107
C -4.63544 25.41229 9.92364
C -3.61403 24.76148 8.99726
C -2.29573 24.48803 9.69057
N -3.37027 25.55662 7.78925
H -7.26159 27.10001 8.87296
H -5.98501 27.52407 9.93754
H -7.27961 26.43498 10.48352
H -4.21309 26.30693 10.39540
H -4.83540 24.72592 10.76645
H -4.06257 23.82863 8.64451
H -1.84694 25.39045 10.10675
H -1.65645 23.95634 8.98792
H -2.39331 23.80886 10.54568
H -4.27137 25.79651 7.38754
H -2.90924 26.43849 7.98757
C -17.52145 21.83415 12.54467
O -16.37238 22.57588 12.90499
C -15.21672 22.33382 12.11009
C -14.48659 23.65175 11.95377
C -13.22966 23.56704 11.12001
N -14.14453 24.19531 13.28290
H -17.36130 20.76395 12.70237
H -17.78196 22.00463 11.49356
H -18.32329 22.22418 13.16584
H -14.61157 21.60265 12.66345
H -15.48941 21.92313 11.13439
H -15.23946 24.31127 11.49262
H -13.37766 23.11259 10.13717
H -12.50246 22.96730 11.67260
H -12.80443 24.55626 10.94155
H -14.03005 25.19845 13.20678
H -14.93840 24.03353 13.89285
C -11.02574 20.37846 8.68198
O -9.79094 21.08664 8.73334
C -9.72127 21.94632 9.83503
C -8.45430 22.78627 9.76484
C -7.21015 21.91440 9.59741
N -8.37433 23.59453 11.00034
H -11.01621 19.84122 7.73974
H -11.86834 21.07410 8.73164
H -11.07279 19.70253 9.54165
H -10.59243 22.61435 9.87956
H -9.69185 21.37052 10.77732
H -8.52054 23.41180 8.87187
H -7.22814 21.26016 8.72462
H -7.03960 21.23045 10.43539
H -6.35363 22.58562 9.48738
H -8.07307 22.91703 11.69421
H -7.60702 24.24492 10.84779
O -10.48751 28.33770 9.55569
H -11.29666 27.88124 9.31318
H -9.95916 27.66277 10.00004
O -9.12804 28.53355 12.59130
H -8.95972 29.00818 11.77295
H -9.44094 27.66107 12.32052
O -10.03374 25.98426 11.32448
H -9.29933 25.34957 11.22563
H -10.82240 25.44028 11.24730
*
```

# 2
ORCA calculation (ωB97M-V/def2-TZVPD) on a 8-piece molecular cluster, C12H40N8O12 overall at a distorted geometry.

The total energy comes out at -49585.9251 eV. The value obtained for the orbital gap is 10.10 eV. Its HOMO energy is -9.8 eV.

```
! RIJCOSX wB97M-V def2-TZVPD def2/J DEFGRID3
* xyz 0 1
N 6.10523 13.01537 8.31315
C 6.00961 14.37841 8.38290
N 7.03681 15.02883 9.08530
O 5.13262 15.07148 7.86365
H 5.19704 12.66265 8.50585
H 6.65970 12.59915 9.04044
H 7.11235 15.99937 8.78047
H 7.90141 14.54968 9.32091
N 15.45012 13.08946 10.81935
C 14.71394 13.93755 11.53726
N 14.10923 13.46864 12.72599
O 14.40425 15.08008 11.16120
H 15.44124 12.08027 10.99066
H 15.64235 13.43246 9.86034
H 13.52626 14.20709 13.10823
H 14.64946 12.88304 13.42981
N 12.41343 11.80122 8.13520
C 13.63772 12.00056 7.51744
N 13.65783 12.23025 6.13964
O 14.70440 11.95335 8.07248
H 12.32954 12.09645 9.10678
H 11.59818 11.98124 7.55797
H 14.49675 11.80244 5.68658
H 12.72846 12.15740 5.72771
N 9.25125 13.42293 5.08150
C 9.43493 12.27963 5.78781
N 8.38655 11.74296 6.35017
O 10.53044 11.77836 5.86953
H 10.07047 13.85734 4.62881
H 8.36354 13.85578 5.11976
H 8.67447 11.00515 6.98031
H 7.61230 12.32034 6.63227
O 12.11493 16.46242 11.27516
C 12.25008 17.07242 12.56796
C 11.43807 16.42142 13.67596
O 10.03643 16.50820 13.57418
H 12.91238 15.86759 11.21627
H 13.27177 16.96990 12.91098
H 12.01517 18.14847 12.42949
H 11.72623 16.82949 14.63540
H 11.79464 15.38563 13.62559
H 9.71469 16.29405 12.69104
O 10.09691 9.68757 8.15694
C 11.00058 8.79570 8.79204
C 11.77681 7.87232 7.89249
O 12.22570 8.70212 6.74432
H 10.64747 10.09767 7.45609
H 11.69418 9.31299 9.41288
H 10.39626 8.16135 9.44313
H 11.16714 7.05511 7.48267
H 12.66452 7.44000 8.35510
H 12.97943 9.25198 6.92062
O 9.73560 14.97696 10.98428
C 10.03666 13.65353 11.30492
C 8.85665 12.73140 11.07267
O 8.60563 12.33811 9.73135
H 10.55931 15.46570 11.02824
H 10.96066 13.32584 10.83766
H 10.32244 13.67363 12.39527
H 7.96785 13.24562 11.42920
H 9.04751 11.81660 11.65666
H 9.01478 11.45877 9.66915
O 8.50269 9.37997 11.38302
C 8.09621 8.59185 12.49349
C 7.03161 9.28350 13.30672
O 5.92582 9.53422 12.42069
H 7.80452 9.62411 10.78611
H 7.78790 7.69057 12.02115
H 8.99488 8.32002 12.99812
H 7.30473 10.25817 13.80201
H 6.69132 8.63713 14.07320
H 5.24216 9.99277 12.91529
*
```

# 3
ORCA calculation (ωB97M-V/def2-TZVPD) on a 8-piece molecular cluster, C12H41BF4N2O7 overall at a distorted geometry.

The total energy comes out at -41969.8110 eV. The value obtained for the orbital gap is 6.71 eV. Its HOMO energy is -8.2 eV.

```
! RIJCOSX wB97M-V def2-TZVPD def2/J DEFGRID3
* xyz 0 1
O -0.83327 1.09946 0.96088
H -0.75187 0.10424 0.71858
H -1.66967 1.25472 1.50438
H -0.83622 1.65301 0.15298
O -3.19238 4.31411 1.58024
H -4.07728 4.56467 1.24070
H -3.03568 4.65623 2.48259
H -3.15430 3.28005 1.59995
O -3.73558 -0.81820 0.50795
H -3.61290 0.06751 0.96011
H -3.98237 -0.62879 -0.41663
H -2.74411 -1.26975 0.57095
C -0.18601 -3.53826 1.47474
C -1.11322 -2.37299 1.85185
O -1.41120 -1.48599 0.82982
H -0.63779 -4.06767 0.63288
H -0.03428 -4.16691 2.35350
H 0.80034 -3.21493 1.12293
H -0.66669 -1.85237 2.71599
H -2.01261 -2.93281 2.17379
C -4.36673 0.43621 3.77519
C -3.50608 1.55625 3.23591
O -3.30094 1.53728 1.83492
H -5.44541 0.58839 3.86239
H -4.10585 0.11733 4.79122
H -4.22927 -0.49422 3.21497
H -2.53477 1.47987 3.73996
H -3.96623 2.52682 3.48396
B -2.09818 1.87510 -1.91102
F -2.50204 0.88321 -0.97822
F -2.92815 1.93713 -3.01015
F -2.01847 3.12577 -1.24444
F -0.75206 1.51168 -2.21336
C -0.19922 -2.60188 -4.37343
C -0.24497 -2.38548 -2.85434
C 1.09170 -1.94462 -2.30534
O 2.10043 -2.90264 -2.65564
C 3.19222 -2.93915 -1.75926
N -1.25034 -1.37367 -2.49249
H 0.63728 -3.26023 -4.60405
H -0.25030 -1.62326 -4.84727
H -1.04392 -3.22157 -4.68427
H -0.58589 -3.33597 -2.43177
H 1.12302 -1.80894 -1.21938
H 1.36248 -1.00707 -2.81100
H 3.48673 -1.91810 -1.47666
H 4.00732 -3.44206 -2.27135
H 2.89605 -3.42782 -0.82176
H -1.11928 -1.20357 -1.49539
H -1.07356 -0.48048 -2.93997
C 2.30598 1.49108 -0.91828
C 2.78426 1.37586 0.50587
C 4.24204 1.79542 0.69911
O 4.97429 0.80485 -0.00774
C 6.30557 1.17057 -0.30174
N 1.90096 2.14359 1.40866
H 2.45309 2.49629 -1.31527
H 1.24928 1.21659 -0.98444
H 2.70537 0.72489 -1.58237
H 2.68097 0.34534 0.86146
H 4.55498 1.90633 1.74343
H 4.39566 2.78242 0.23582
H 6.35298 2.13709 -0.81228
H 6.69069 0.43600 -1.01834
H 6.97075 1.04290 0.56097
H 1.67700 3.05353 1.02379
H 2.26766 2.22763 2.34521
*
```

# 4
ORCA calculation (ωB97M-V/def2-TZVPD) on a 9-piece molecular cluster, C12H42O12 overall at a distorted geometry.

The total energy comes out at -37689.0669 eV. The value obtained for the orbital gap is 9.92 eV. Its HOMO energy is -9.7 eV.

```
! RIJCOSX wB97M-V def2-TZVPD def2/J DEFGRID3
* xyz 0 1
O -0.87097 -0.99145 0.47458
C -1.18215 0.07335 1.38408
C -0.29194 1.25501 1.42417
O -0.25616 1.89512 0.15106
H -1.71411 -1.43541 0.35791
H -2.20953 0.40034 1.22388
H -1.27630 -0.32299 2.39510
H 0.71274 1.00229 1.76306
H -0.64580 1.86633 2.25433
H 0.07225 1.23165 -0.46014
O 5.26426 -2.72640 1.05267
C 4.98284 -2.72808 2.43367
C 5.03117 -4.17134 2.98927
O 6.34288 -4.72674 2.84200
H 4.46188 -2.89552 0.55348
H 5.77305 -2.18829 2.95550
H 4.00490 -2.28864 2.63018
H 4.27236 -4.74067 2.45246
H 4.66890 -4.17811 4.01728
H 6.41978 -4.96357 1.91486
O 2.32116 0.28406 -3.31055
C 3.40520 1.01660 -3.77045
C 3.95459 0.26183 -5.02630
O 4.32922 -1.08376 -4.79670
H 2.51627 -0.65581 -3.29679
H 3.17571 2.03382 -4.08777
H 4.13225 1.14175 -2.96805
H 4.78201 0.86714 -5.39653
H 3.18818 0.46857 -5.77327
H 5.25498 -1.25238 -4.60658
C -7.48693 0.54050 3.12947
O -8.50501 1.44936 3.46815
H -7.57163 0.37301 2.05574
H -6.50347 0.92050 3.40605
H -7.73827 -0.43174 3.55334
H -8.52635 1.55731 4.42182
C -4.97262 -3.59791 0.94636
O -4.17105 -3.69190 -0.26590
H -5.78835 -2.88908 0.80409
H -5.49143 -4.54036 1.12166
H -4.35292 -3.29829 1.79152
H -4.53039 -4.39705 -0.80925
C 1.81417 -3.91754 -2.64961
O 2.00719 -3.31944 -1.37162
H 1.10765 -4.73921 -2.53217
H 1.21263 -3.29679 -3.31361
H 2.74899 -4.27359 -3.08256
H 1.22347 -2.82384 -1.12311
C 0.77392 6.36576 -2.15891
O -0.15240 5.43009 -2.56005
H 0.48615 6.81856 -1.21009
H 1.71577 5.85170 -1.96720
H 0.93874 7.18013 -2.86441
H -0.24212 4.82261 -1.82213
C 2.96022 4.67548 4.87300
O 4.00172 3.94699 4.27594
H 2.30938 4.08591 5.51870
H 3.40261 5.45851 5.48882
H 2.25893 5.00716 4.10731
H 4.44646 4.48844 3.61970
C -5.99576 0.41441 -2.70757
O -7.40756 0.61464 -2.80476
H -5.74277 -0.09723 -1.77896
H -5.66176 -0.04388 -3.63843
H -5.52570 1.39675 -2.66127
H -7.66081 1.51113 -3.03665
*
```

Which value of orbital gap does entry 3 give? 6.71 eV